Below is a molecular structure, C15H15Cl3N4O2 at a distorted geometry, with properties calculated with the ωB97M-V functional and the def2-TZVPD basis.

Element x y z (Å)
1 Cl 5.54763 -1.92111 -0.89902
2 Cl 0.25304 4.54593 3.02550
3 Cl 0.10345 2.43683 4.83514
4 O -3.20021 2.57554 2.20393
5 O -2.96689 2.74700 0.00271
6 N 0.62494 1.17853 2.20025
7 N -1.00535 -0.22760 -0.36427
8 N 0.53606 0.26551 1.12559
9 N -2.58370 2.42368 1.21240
10 C 2.06450 -0.09466 -0.59669
11 C -0.62243 3.08163 3.19989
12 C -0.80993 -1.66539 -0.64486
13 C -1.11055 -1.04970 -3.00946
14 C -2.27112 -0.07940 -0.92676
15 C 2.69422 -0.77201 1.62150
16 C -1.29621 1.69029 1.36064
17 C -0.43176 1.74994 2.42291
18 C 1.77643 -0.28905 0.71470
19 C -0.33231 -1.91027 -1.90042
20 C -2.49083 -0.73470 -2.40233
21 C 4.14335 -1.24398 -0.31089
22 C 3.69303 -1.39279 1.11289
23 C 3.16936 -0.63986 -1.22881
24 C -0.48430 0.80465 0.59600
25 H -1.22007 -1.71372 -3.81401
26 H 0.29406 -1.63722 0.22974
27 H 2.38649 -0.83033 2.63779
28 H -2.35569 1.16628 -1.42311
29 H -3.12460 -1.66789 -2.10944
30 H -3.12954 -0.36982 -2.95711
31 H 4.22297 -1.93534 1.71232
32 H -1.69093 3.16838 3.69263
33 H 0.63398 -1.85973 -2.14841
34 H -0.56202 -0.11327 -2.92431
35 H 1.41516 0.43843 -1.38930
36 H -0.52985 -2.91124 -2.16378
37 H 3.42652 -0.79926 -2.02969
38 H -3.24367 -0.23277 -0.33447
39 H -1.52324 -2.18153 -0.32939

As for the HOMO energy: -0.311 Eh. The calculation puts the largest force on an atom at 18.39 eV/A. As for the charge: 0. As for the total energy: -63404.286 eV.

Need the natural (NBO) charges? In units of e they are:
1. Cl 0.074
2. Cl 0.081
3. Cl -0.134
4. O -0.331
5. O -0.417
6. N -0.249
7. N -0.501
8. N -0.208
9. N 0.535
10. C -0.206
11. C -0.244
12. C -0.108
13. C -0.408
14. C -0.223
15. C -0.190
16. C -0.140
17. C 0.155
18. C 0.120
19. C -0.432
20. C -0.360
21. C -0.056
22. C -0.189
23. C -0.161
24. C 0.472
25. H 0.227
26. H 0.170
27. H 0.247
28. H 0.207
29. H 0.162
30. H 0.186
31. H 0.207
32. H 0.300
33. H 0.210
34. H 0.212
35. H 0.244
36. H 0.210
37. H 0.167
38. H 0.196
39. H 0.174